Entry 1:
ORCA calculation (ωB97M-V/def2-TZVPD) on 9 unconnected molecules or ions with the total composition FH16O8 in a non-equilibrium geometry.

XYZ file:
```
25
Properties=species:S:1:pos:R:3:forces:R:3
F -0.1380 0.1176 0.2576 0.1986 0.1590 -0.0575
O -1.2657 1.0328 2.3679 -1.3954 0.3558 -0.4194
H -0.9615 0.6616 1.5110 0.0947 0.1638 0.4936
H -2.1780 1.3206 2.1334 0.9478 -0.2058 0.4285
O 1.9042 1.4295 1.3521 1.6489 1.0671 0.7587
H 1.0987 1.0836 0.9841 -0.4536 -0.8792 -0.3078
H 2.6799 0.8912 1.1296 -0.8824 -0.0703 -0.1643
O 1.3506 1.1041 -1.6386 0.5121 0.5867 0.9170
H 0.8792 0.7368 -0.8588 -0.0500 -0.5174 -0.2279
H 1.7276 1.8783 -1.1964 0.1162 0.0873 -0.4773
O -1.4521 -1.8227 -0.7333 -1.8911 -0.7936 -0.8534
H -2.3639 -1.4556 -0.7190 1.0261 -0.3023 0.1640
H -0.8998 -1.1659 -0.3163 0.4255 0.7577 0.4790
O 2.0288 -2.4548 -0.0866 0.7834 -0.3342 0.4479
H 1.5616 -1.9527 0.5995 -0.1620 -0.2081 -0.0903
H 1.6668 -2.2493 -0.9393 -0.4759 0.3586 -0.3822
O -2.2524 1.5418 -0.7187 -3.1346 1.6045 -2.1992
H -2.1235 1.5834 -1.6918 0.1090 -0.1579 1.0000
H -1.4984 1.1703 -0.3648 2.9067 -1.4056 1.0429
O 0.6373 -1.5509 2.2025 0.0543 -0.7903 -0.1066
H 1.1362 -1.1605 2.9255 -0.3193 0.5358 -0.3640
H 0.2191 -0.8885 1.6196 0.3346 0.1912 0.6407
O -0.6101 0.0427 -3.0163 0.3859 0.8354 0.0251
H 0.0262 0.4990 -2.4142 -0.2398 -0.1379 -1.1252
H -1.1731 -0.3923 -2.3885 -0.5399 -0.9002 0.3776
```
Positions in Å, forces in eV/Å.

Properties
Highest occupied orbital energy   -7.5 eV
LUMO level   0.1268 Ha
Energy relative to the best compared isomer or geometry (same formula, charge and spin)   71.7 kJ/mol
Frontier orbital gap   10.92 eV
Net charge   -1

***

Entry 2:
ORCA calculation (ωB97M-V/def2-TZVPD) on 10 unconnected molecules or ions with the total composition FH18O9 in a non-equilibrium geometry.

XYZ file:
```
28
Properties=species:S:1:pos:R:3:forces:R:3
F -0.1681 0.1510 -0.2657 -0.2333 -0.0063 -0.1085
O 1.5989 -2.3230 -0.8777 2.9677 -0.3138 -0.1239
H 1.0479 -1.6590 -0.5487 -1.2760 1.5856 0.9364
H 1.0479 -2.9270 -1.3087 -1.3622 -1.3110 -0.9900
O -1.3591 -1.8980 -1.2957 0.3870 0.1625 -0.4285
H -0.8551 -1.1000 -1.0057 -0.0504 -0.4222 -0.1192
H -2.2531 -1.6450 -1.0807 -0.5905 -0.0645 0.0247
O 0.5049 1.4310 -2.3947 -0.6363 -0.2622 0.9783
H 0.1389 0.9930 -1.5657 0.3408 0.6432 -1.0372
H 1.4189 1.2930 -2.1907 1.1617 -0.0930 -0.3376
O -1.4721 -0.3830 1.9183 -0.4661 -0.0117 0.8058
H -0.9811 0.0830 2.6103 -0.2891 0.0810 -0.3578
H -1.0181 -0.1900 1.0833 0.0924 0.5898 -0.2601
O -2.1871 0.9810 -2.0807 -1.7848 0.3254 -1.8298
H -1.5531 0.6430 -1.4957 1.2370 -0.5319 1.6824
H -1.9371 0.5420 -2.9087 -0.1403 0.3389 0.2103
O 1.6579 0.0010 1.4913 1.1528 0.1094 -1.9593
H 0.9289 -0.0660 0.8373 0.4495 -0.0808 -0.5643
H 1.1329 0.0140 2.2423 -1.0591 -0.1419 2.8009
O -0.0831 2.3520 2.0833 -0.3762 0.0887 1.4346
H -0.4561 2.3260 1.2163 -0.3706 -0.0733 -0.9710
H 0.8229 2.0790 1.9633 0.4200 0.2091 -0.1331
O -0.5981 -2.8100 1.1813 -0.4951 0.7983 2.1453
H -0.6541 -2.8390 0.2453 -0.3198 0.0186 -1.2737
H -1.0691 -1.9600 1.4563 0.7902 -1.6091 -0.2539
O 2.3129 2.5140 0.4603 1.0611 2.3566 -0.5187
H 2.0389 2.7310 -0.4337 -0.2100 -0.0790 -0.0043
H 1.9919 1.6660 0.6633 -0.4005 -2.3065 0.2523
```
Positions in Å, forces in eV/Å.

Properties
Highest occupied orbital energy   -7.1 eV
LUMO level   0.1238 Ha
Energy relative to the best compared isomer or geometry (same formula, charge and spin)   20.9 kJ/mol
Frontier orbital gap   10.46 eV
Net charge   -1

***

Entry 3:
ORCA calculation (ωB97M-V/def2-TZVPD) on 11 unconnected molecules or ions with the total composition FH20O10 in a non-equilibrium geometry.

XYZ file:
```
31
Properties=species:S:1:pos:R:3:forces:R:3
F -0.2209 -0.3827 -0.1806 -0.2540 0.6113 -0.0887
O 3.1121 -0.8797 -1.9346 1.0806 -0.2133 0.1264
H 2.1811 -0.6267 -1.8296 0.4904 0.3540 0.1500
H 3.7121 -0.1567 -1.6746 -0.9971 -0.2648 -0.2623
O -3.2659 -0.3247 1.7024 0.1428 0.9313 1.9410
H -2.8929 -0.1557 0.8544 -0.0539 0.0111 -0.9495
H -3.9669 -0.9437 1.6254 -0.6257 -0.8175 -0.4784
O -2.5919 0.2603 -0.8896 -1.6501 0.6214 -1.2757
H -1.7969 -0.2247 -0.8066 2.2863 -1.0664 0.9876
H -2.6529 0.2513 -1.8456 -0.6563 0.3149 -0.3199
O -1.8159 2.6833 0.2054 0.3455 1.9230 0.8882
H -1.8959 1.9203 -0.3066 -0.8650 -1.7651 -2.0695
H -1.3619 2.2383 0.9254 0.2712 0.4777 1.1581
O 0.8401 -2.5497 -0.8726 -0.6038 1.0212 0.2116
H 0.4491 -1.7297 -0.4056 0.6242 -1.3737 -1.1506
H 1.5041 -2.8337 -0.2506 0.3601 -0.1884 0.1767
O -0.5319 1.2563 2.1964 -0.1755 -0.3433 -0.0982
H -0.1979 0.7433 1.4344 -0.0484 0.0684 0.3470
H 0.1841 1.8293 2.4654 0.3710 0.0701 -0.1401
O 0.8821 0.8053 -2.2296 -0.5137 -0.7269 -1.1796
H 0.3791 0.4123 -1.4956 -0.3116 -0.0605 1.0956
H 0.5871 0.1953 -2.9306 0.4157 0.6378 -0.0887
O 1.5661 2.0613 0.0354 -0.7870 0.2739 -0.5539
H 1.3641 2.0313 -0.9276 0.2714 0.0751 0.8467
H 2.5081 2.0083 0.1214 0.7261 -0.0216 -0.0692
O 1.9761 -0.6387 1.2254 2.1222 -1.5048 1.9865
H 1.5001 -0.1267 0.6264 -1.6851 1.4802 -1.7260
H 2.8601 -0.6727 0.8444 -0.0639 -0.1726 0.0342
O -1.1299 -2.3067 1.4164 -1.0882 -0.5504 -0.3571
H -0.7929 -1.6177 0.8214 0.1601 -0.0477 0.6220
H -0.4919 -2.5267 2.0794 0.7118 0.2451 0.2359
```
Positions in Å, forces in eV/Å.

Properties
Highest occupied orbital energy   -6.5 eV
LUMO level   0.1043 Ha
Energy relative to the best compared isomer or geometry (same formula, charge and spin)   52.1 kJ/mol
Frontier orbital gap   9.31 eV
Net charge   -1

***

Entry 4:
ORCA calculation (ωB97M-V/def2-TZVPD) on 2 unconnected molecules or ions with the total composition FH2NO in a non-equilibrium geometry.

XYZ file:
```
5
Properties=species:S:1:pos:R:3:forces:R:3
N -0.4248 0.2404 -0.5744 2.3754 -1.1718 -1.5266
O -1.2282 1.0780 -0.6538 -1.9819 1.7277 0.1982
F 0.9984 -1.1613 1.5478 -0.8313 2.1724 -0.5266
H 0.6067 -0.3081 1.2633 0.8018 -2.3556 0.4747
H 0.0479 0.1511 -1.5829 -0.3639 -0.3728 1.3802
```
Positions in Å, forces in eV/Å.

Properties
Highest occupied orbital energy   -10.1 eV
LUMO level   -0.0245 Ha
Energy relative to the best compared isomer or geometry (same formula, charge and spin)   7.1 kJ/mol
Frontier orbital gap   9.43 eV
Net charge   0
Structure (SMILES)   N=O.F

***

Entry 5:
ORCA calculation (ωB97M-V/def2-TZVPD) on a single FH2NO2S molecule in a non-equilibrium geometry.

XYZ file:
```
7
Properties=species:S:1:pos:R:3:forces:R:3
N 0.1492 0.3787 0.0088 4.5107 2.8888 1.8668
O 2.3092 0.6528 -1.1941 0.0692 0.1680 -0.3721
O 2.4084 0.5901 1.2806 -1.5140 -0.7230 -1.1259
F 2.0449 -1.5677 -0.1643 -0.9636 3.3613 0.8974
S 1.8001 0.2013 0.0375 0.8827 -2.4646 -0.3087
H -0.1946 0.5749 0.8981 -0.5785 0.4019 1.9133
H -0.3785 -0.2477 -0.4203 -2.4065 -3.6324 -2.8707
```
Positions in Å, forces in eV/Å.

Properties
Highest occupied orbital energy   -12.2 eV
LUMO level   0.0044 Ha
Energy relative to the best compared isomer or geometry (same formula, charge and spin)   16.1 kJ/mol
Frontier orbital gap   12.31 eV
Net charge   0
Structure (SMILES)   NS(=O)(=O)F

***

Entry 6:
ORCA calculation (ωB97M-V/def2-TZVPD) on 2 unconnected molecules or ions with the total composition FH2NO3S in a non-equilibrium geometry.

XYZ file:
```
8
Properties=species:S:1:pos:R:3:forces:R:3
N -1.0987 0.8856 0.3132 2.2467 -0.1067 -1.0557
O 2.2173 0.1726 0.9460 -0.6707 -0.2575 -0.0410
O 0.7445 -1.7452 0.3105 -0.1612 -0.5791 -0.3111
O -1.8290 0.0627 -0.4893 0.2366 0.0250 2.7117
F 1.3879 0.0873 -1.3701 -0.8074 -0.8517 1.9123
S 1.0662 -0.3644 0.2744 0.5492 2.3462 -1.4116
H -1.0938 0.7048 1.3425 -1.3933 -0.9128 -0.8423
H -1.3944 0.1965 -1.3273 0.0002 0.3366 -0.9623
```
Positions in Å, forces in eV/Å.

Properties
Highest occupied orbital energy (spin up / spin down)   -10.7 / -10.6 eV
LUMO level (spin up / spin down)   -0.1000 / -0.0572 Ha
Energy relative to the best compared isomer or geometry (same formula, charge and spin)   211.0 kJ/mol
Frontier orbital gap (spin up / spin down)   7.96 / 9.06 eV
Net charge   0

***

Entry 7:
ORCA calculation (ωB97M-V/def2-TZVPD) on a single FH2NS molecule in a non-equilibrium geometry.

XYZ file:
```
5
Properties=species:S:1:pos:R:3:forces:R:3
N -0.0591 -0.5694 -0.4522 -2.6256 -0.4518 0.7764
F 1.2881 -0.6779 -0.2018 1.0860 -0.5229 0.5679
S -0.6977 0.7721 0.5231 0.6712 0.5756 -0.0499
H -0.5585 -1.4149 0.0709 1.5396 1.9335 -1.2006
H 0.0272 1.8901 0.0600 -0.6713 -1.5344 -0.0938
```
Positions in Å, forces in eV/Å.

Properties
Highest occupied orbital energy   -9.5 eV
LUMO level   0.0203 Ha
Energy relative to the best compared isomer or geometry (same formula, charge and spin)   25.8 kJ/mol
Frontier orbital gap   10.01 eV
Net charge   0
Structure (SMILES)   FNS

***

Entry 8:
ORCA calculation (ωB97M-V/def2-TZVPD) on a single FH2NS molecule in a non-equilibrium geometry.

XYZ file:
```
5
Properties=species:S:1:pos:R:3:forces:R:3
N 0.2519 -0.0539 0.6009 -3.1041 -3.8460 -3.4772
F 1.2856 0.7377 0.4668 2.0588 2.5062 0.0233
S -0.9747 0.0807 -0.7900 2.3744 -0.8912 0.5718
H -0.2313 0.0556 1.4526 -0.5530 1.0102 1.1775
H -0.3315 -0.8201 -1.7302 -0.7762 1.2208 1.7046
```
Positions in Å, forces in eV/Å.

Properties
Highest occupied orbital energy   -9.5 eV
LUMO level   0.0183 Ha
Energy relative to the best compared isomer or geometry (same formula, charge and spin)   48.8 kJ/mol
Frontier orbital gap   10.01 eV
Net charge   0
Structure (SMILES)   FNS

***

Entry 9:
ORCA calculation (ωB97M-V/def2-TZVPD) on a single FH3N2 molecule in a non-equilibrium geometry.

XYZ file:
```
6
Properties=species:S:1:pos:R:3:forces:R:3
N -0.3857 -0.6646 -0.0210 -0.6339 -0.5712 -0.8088
N 0.3932 0.1701 0.6142 4.6245 1.8784 -1.4297
F 0.1062 1.6484 0.0852 -0.0736 -0.5767 0.0021
H -1.3637 -0.5360 0.2324 0.3736 -0.2600 0.1528
H -0.2570 -0.8524 -1.0135 0.0331 0.3962 0.1274
H 1.5071 0.2345 0.1026 -4.3237 -0.8667 1.9561
```
Positions in Å, forces in eV/Å.

Properties
Highest occupied orbital energy   -10.2 eV
LUMO level   0.0348 Ha
Energy relative to the best compared isomer or geometry (same formula, charge and spin)   50.7 kJ/mol
Frontier orbital gap   11.13 eV
Net charge   0
Structure (SMILES)   NNF

***

Entry 10:
ORCA calculation (ωB97M-V/def2-TZVPD) on 2 unconnected molecules or ions with the total composition FH3NOPS in a non-equilibrium geometry.

XYZ file:
```
8
Properties=species:S:1:pos:R:3:forces:R:3
N 0.1066 0.9563 0.0173 -0.6107 -0.3172 -0.0435
O -0.5162 -1.5139 -0.0749 0.1968 -0.4580 -0.0009
F 2.1158 -0.9588 0.0550 -0.6019 -0.4813 -0.0501
P -1.0888 -0.1672 -0.0347 -0.4734 1.7884 0.0874
S -2.9060 0.4802 -0.0203 1.3952 -0.5685 -0.0309
H 1.0832 0.6784 0.0273 -0.1401 -0.2150 -0.0087
H -0.0700 1.9469 0.0282 -0.2891 -0.0491 0.0116
H 1.2753 -1.4220 0.0021 0.5232 0.3007 0.0351
```
Positions in Å, forces in eV/Å.

Properties
Highest occupied orbital energy   -10.4 eV
LUMO level   0.0030 Ha
Energy relative to the best compared isomer or geometry (same formula, charge and spin)   95.5 kJ/mol
Frontier orbital gap   10.45 eV
Net charge   0
Structure (SMILES)   NP(=O)=S.F

***

Entry 11:
ORCA calculation (ωB97M-V/def2-TZVPD) on a gas-phase ion, FH3O3P (charge +1) in a non-equilibrium geometry.

XYZ file:
```
8
Properties=species:S:1:pos:R:3:forces:R:3
O -0.1413 -0.9140 -1.1554 1.0970 -0.0310 2.6039
O 0.0101 1.5036 -0.1474 0.0560 -0.3511 0.5803
O 0.7956 -0.5127 1.1421 -1.3138 2.9307 1.2722
F -1.6453 -0.2639 0.6421 2.6317 0.6571 -0.6579
P -0.1658 -0.0263 0.0927 -4.0902 1.6330 -0.2501
H -0.3024 -0.7583 -2.0567 -0.4636 0.7032 -2.1063
H 0.2010 2.2411 0.5220 -0.3641 -1.6674 -0.9911
H 1.2481 -1.2695 0.9606 2.4471 -3.8745 -0.4510
```
Positions in Å, forces in eV/Å.

Properties
Highest occupied orbital energy   -19.2 eV
LUMO level   -0.1573 Ha
Energy relative to the best compared isomer or geometry (same formula, charge and spin)   52.3 kJ/mol
Frontier orbital gap   14.91 eV
Net charge   +1

***

Entry 12:
ORCA calculation (ωB97M-V/def2-TZVPD) on a molecular structure, FH3OSi in a non-equilibrium geometry.

XYZ file:
```
6
Properties=species:S:1:pos:R:3:forces:R:3
O -0.1005 1.1204 -1.3792 -1.9286 -3.0161 2.9025
F -0.0942 -1.8432 -0.0241 0.3307 0.3332 -0.2241
Si -0.3702 -0.3364 0.4159 2.5966 2.2656 -4.0761
H 0.8016 1.3028 -1.1520 0.9058 0.2502 0.1769
H 0.7941 0.3603 0.9791 -0.1709 -0.4027 0.4845
H -1.5585 -0.5486 1.0982 -1.7336 0.5698 0.7364
```
Positions in Å, forces in eV/Å.

Properties
Highest occupied orbital energy   -10.3 eV
LUMO level   -0.0021 Ha
Energy relative to the best compared isomer or geometry (same formula, charge and spin)   291.0 kJ/mol
Frontier orbital gap   10.27 eV
Net charge   0

***

Question: Look up the net charge of the fifth one.
Answer: 0

***

Repeat the first record exactly.
ORCA calculation (ωB97M-V/def2-TZVPD) on 9 unconnected molecules or ions with the total composition FH16O8 in a non-equilibrium geometry.

XYZ file:
```
25
Properties=species:S:1:pos:R:3:forces:R:3
F -0.1380 0.1176 0.2576 0.1986 0.1590 -0.0575
O -1.2657 1.0328 2.3679 -1.3954 0.3558 -0.4194
H -0.9615 0.6616 1.5110 0.0947 0.1638 0.4936
H -2.1780 1.3206 2.1334 0.9478 -0.2058 0.4285
O 1.9042 1.4295 1.3521 1.6489 1.0671 0.7587
H 1.0987 1.0836 0.9841 -0.4536 -0.8792 -0.3078
H 2.6799 0.8912 1.1296 -0.8824 -0.0703 -0.1643
O 1.3506 1.1041 -1.6386 0.5121 0.5867 0.9170
H 0.8792 0.7368 -0.8588 -0.0500 -0.5174 -0.2279
H 1.7276 1.8783 -1.1964 0.1162 0.0873 -0.4773
O -1.4521 -1.8227 -0.7333 -1.8911 -0.7936 -0.8534
H -2.3639 -1.4556 -0.7190 1.0261 -0.3023 0.1640
H -0.8998 -1.1659 -0.3163 0.4255 0.7577 0.4790
O 2.0288 -2.4548 -0.0866 0.7834 -0.3342 0.4479
H 1.5616 -1.9527 0.5995 -0.1620 -0.2081 -0.0903
H 1.6668 -2.2493 -0.9393 -0.4759 0.3586 -0.3822
O -2.2524 1.5418 -0.7187 -3.1346 1.6045 -2.1992
H -2.1235 1.5834 -1.6918 0.1090 -0.1579 1.0000
H -1.4984 1.1703 -0.3648 2.9067 -1.4056 1.0429
O 0.6373 -1.5509 2.2025 0.0543 -0.7903 -0.1066
H 1.1362 -1.1605 2.9255 -0.3193 0.5358 -0.3640
H 0.2191 -0.8885 1.6196 0.3346 0.1912 0.6407
O -0.6101 0.0427 -3.0163 0.3859 0.8354 0.0251
H 0.0262 0.4990 -2.4142 -0.2398 -0.1379 -1.1252
H -1.1731 -0.3923 -2.3885 -0.5399 -0.9002 0.3776
```
Positions in Å, forces in eV/Å.

Properties
Highest occupied orbital energy   -7.5 eV
LUMO level   0.1268 Ha
Energy relative to the best compared isomer or geometry (same formula, charge and spin)   71.7 kJ/mol
Frontier orbital gap   10.92 eV
Net charge   -1